Run w
The following is a DFT calculation (ωB97M-V with the def2-TZVPD basis set) of the molecule C8H10N2OS.

Each line ends with the natural charge from an NBO analysis.
CARTESIAN COORDINATES (ANGSTROEM)
C  2.88743  1.73781  0.02771  -0.07
C  1.73234  1.70593  0.76321  -0.13
C  2.14500  -0.19818  -0.27163  0.12
C  -1.19013  -2.27596  0.40162  0.29
C  0.14339  -0.23544  1.13002  -0.31
C  -0.62303  -1.01797  0.19359  0.19
C  -2.42770  0.46342  -0.75240  -0.57
C  -1.01570  -0.21859  -1.05612  -0.47
N  3.12875  0.62570  -0.67054  -0.46
N  1.29417  0.38667  0.64475  -0.37
O  -1.05658  -3.01915  1.33513  -0.46
S  2.00205  -1.73325  -0.97016  0.12
H  3.28098  2.73920  -0.22229  0.20
H  1.31781  2.42123  1.47859  0.22
H  -1.84335  -2.60164  -0.40093  0.12
H  -0.56349  0.61299  1.35162  0.24
H  0.34435  -0.67075  2.13201  0.24
H  -3.00287  -0.28625  -0.45758  0.19
H  -2.79529  0.96726  -1.62710  0.23
H  -2.35227  1.15326  0.20907  0.19
H  -0.17286  0.35744  -1.42348  0.25
H  -1.23300  -0.91375  -1.81511  0.22

For the LUMO energy (alpha / beta), the calculation gives -3.069 / -3.029 eV. Its multiplicity is 1.

---

Run x
The following is a DFT calculation (ωB97M-V with the def2-TZVPD basis set) of a structure of composition C8H10N2OS.

Each line ends with the natural charge from an NBO analysis.
CARTESIAN COORDINATES (ANGSTROEM)
C  -0.58776  2.63166  0.21974  0.39
C  2.38867  0.34915  -0.05633  0.69
C  2.38881  -0.34939  1.31296  -0.53
C  0.37439  1.99023  -0.38920  -0.23
C  1.10306  0.46840  1.50834  -0.13
C  -0.91657  -0.85122  -0.18827  -0.07
C  0.11787  -1.66522  -0.90718  -0.67
C  -2.06184  -0.45115  -0.54787  -0.41
N  -1.29464  3.31214  0.97862  -0.60
N  1.29431  1.12726  0.24447  -0.45
O  3.05180  0.23847  -1.03191  -0.56
S  -0.49291  -0.53155  1.60300  0.13
H  2.14423  -1.47383  1.26128  0.25
H  3.32940  -0.14874  2.00588  0.25
H  0.33380  1.98332  -1.39726  0.24
H  1.07837  1.15362  2.43872  0.22
H  1.06600  -1.28016  -0.76887  0.22
H  -0.14485  -1.37701  -1.96134  0.22
H  -0.08857  -2.78385  -0.92070  0.24
H  -2.62430  0.19218  0.12307  0.21
H  -2.55700  -0.67635  -1.42555  0.20
H  -2.31221  3.02200  1.07352  0.38

For the LUMO energy, the calculation gives 0.659 eV. Its multiplicity is 1.

---

Least stable of them? run w.